No. 1
Molecular formula: C5H7NO
Method: DFT, ωB97M-V/def2-TZVPD

The geometry in XYZ format:
```
14
Properties=species:S:1:pos:R:3:forces:R:3
C -1.526783 -1.161648 0.095616 -0.050 -0.020 -0.016
C -0.087453 -0.750222 0.391006 0.169 -0.243 0.022
C 0.447500 0.544543 -0.200443 0.043 -0.130 -0.059
C 1.788987 0.968520 0.216016 0.198 0.289 0.242
O 1.611353 0.297461 -1.013233 -0.096 0.202 -0.170
C -0.468354 1.515395 -0.783322 -0.613 0.732 -0.543
N -1.180964 2.271898 -1.293365 0.702 -0.811 0.643
H -2.247637 -0.698170 0.778955 0.185 0.003 -0.163
H -1.616215 -2.249551 0.206690 -0.030 0.266 -0.009
H -1.815546 -0.904875 -0.927056 0.021 -0.047 0.082
H 0.117809 -0.794174 1.466010 -0.122 0.150 -0.119
H 0.619868 -1.434269 -0.083520 -0.272 -0.427 0.223
H 2.106909 2.004028 0.126280 -0.118 -0.056 0.083
H 2.250523 0.391065 1.020371 -0.018 0.093 -0.215
```
Forces are in eV/Å.

The value obtained for the molar mass is 97.12 g mol⁻¹. For the HOMO-LUMO gap, the calculation gives 11.9221 eV. The calculated total energy comes out at -8834.239 eV. The LUMO energy comes out at 0.84 eV. As for the spin multiplicity: 1.


No. 2
Molecular formula: C6H3NO
Method: DFT, ωB97M-V/def2-TZVPD

The geometry in XYZ format:
```
11
Properties=species:S:1:pos:R:3:forces:R:3
C -0.115696 -0.330360 1.526933 0.534 -1.627 2.772
C -0.913369 -1.130568 0.460961 0.885 3.714 -1.063
C -0.801255 -0.416664 -0.747734 0.113 -3.599 4.722
C 0.400680 0.406247 -0.605909 1.682 0.751 4.211
C 0.929824 0.470448 0.744011 -3.932 -0.890 -4.391
C 0.916740 1.149957 -1.681027 0.346 4.497 -7.327
H -1.417177 -1.955270 0.904541 -0.990 -0.457 -0.551
H -1.388262 -0.700700 -1.564802 -0.280 0.155 -1.529
H 1.686882 1.168611 0.918923 1.000 0.645 1.007
N 1.035520 1.801132 -2.720638 -0.337 -4.098 6.612
O -0.333887 -0.462834 2.764741 0.977 0.907 -4.464
```
Forces are in eV/Å.

The value obtained for the molar mass is 105.10 g mol⁻¹. For the HOMO-LUMO gap, the calculation gives 7.3681 eV. The calculated total energy comes out at -9804.442 eV. The LUMO energy comes out at -2.23 eV. As for the spin multiplicity: 1.


No. 3
Molecular formula: C15H20Cl39N4O2
Method: DFT, ωB97M-V/def2-TZVPD

The geometry in XYZ format:
```
80
Properties=species:S:1:pos:R:3:forces:R:3
N 4.321740 -1.699493 2.082086 -1.770 3.038 -2.100
C 3.762651 -0.849371 1.040330 -0.918 -3.809 0.433
N 2.887767 -1.537652 0.121600 0.901 1.837 4.116
N 4.020203 0.473721 0.980210 0.201 0.615 -0.187
C 4.963281 1.157801 0.043462 -0.226 0.105 -1.092
O 5.215949 2.480609 0.575580 1.142 -2.614 0.106
N 4.119447 3.284172 0.428033 -2.230 1.045 1.155
O 3.716591 3.633045 1.491693 0.749 -0.165 -1.579
H 5.171564 -1.270310 2.473619 -0.750 -0.140 0.078
H 3.566643 -1.762871 2.792370 0.687 -0.866 -0.211
H 2.664696 -2.451866 0.562406 0.677 0.238 -0.767
H 1.986895 -1.016861 0.190489 0.566 0.085 -1.129
H 3.509669 1.071802 1.651344 0.908 -0.663 -0.016
H 4.483772 1.163670 -0.982546 0.803 0.429 1.004
H 5.949276 0.604563 0.031137 -1.161 0.862 0.060
C 8.417350 3.822395 -1.256176 0.212 0.165 -0.094
Cl 7.893910 2.130625 -1.247852 0.130 -0.002 -0.062
Cl 10.092333 3.950573 -1.802223 -0.226 -0.034 0.096
Cl 7.352548 4.795169 -2.279437 -0.016 -0.062 0.135
H 8.358046 4.204133 -0.240014 -0.026 -0.083 -0.167
C -0.530340 0.939273 0.021818 -0.069 0.177 -0.471
Cl -0.672249 0.360369 -1.640195 0.024 0.079 0.329
Cl -0.157950 -0.402486 1.118095 -0.039 -0.045 0.153
Cl 0.708271 2.198240 0.140412 -0.046 -0.072 0.070
H -1.485019 1.368403 0.318755 0.143 -0.084 0.018
C -4.098555 -0.132911 -4.004552 -0.059 -0.156 0.073
Cl -4.206486 0.972071 -2.627044 -0.012 -0.042 -0.209
Cl -2.415685 -0.325256 -4.515478 -0.097 0.052 -0.086
Cl -4.808108 -1.699445 -3.597317 0.012 0.127 -0.053
H -4.660905 0.294249 -4.831330 0.119 -0.043 0.130
C -6.740983 -0.891693 -0.484674 -0.298 -0.011 -0.010
Cl -7.930660 -2.053442 -1.085208 0.026 0.457 -0.132
Cl -7.473615 0.186995 0.709072 0.167 -0.082 -0.027
Cl -5.343344 -1.729294 0.211429 0.107 0.362 -0.442
H -6.396368 -0.291406 -1.323301 -0.005 -0.131 0.136
C -3.803949 4.946337 -0.958553 -0.079 0.135 0.193
Cl -3.910900 6.048605 0.419569 0.012 -0.107 -0.145
Cl -2.120136 4.752581 -1.471120 -0.083 -0.019 -0.049
Cl -4.515906 3.377450 -0.555350 0.003 0.162 0.084
H -4.366095 5.375500 -1.785546 0.179 -0.152 0.228
C 4.123369 -0.061739 5.381934 0.190 -0.032 0.034
Cl 3.634096 -1.762411 5.409392 0.006 0.095 -0.009
Cl 5.801019 0.094041 4.841582 -0.406 0.410 0.305
Cl 3.040252 0.879578 4.342990 -0.074 0.021 0.075
H 4.051838 0.331265 6.393266 -0.022 -0.041 -0.175
C -7.890981 -5.960337 0.075432 0.125 -0.034 -0.010
Cl -8.055737 -6.545786 -1.585981 -0.044 0.063 0.101
Cl -7.514611 -7.297123 1.171242 -0.075 0.104 -0.041
Cl -6.647724 -4.706830 0.172934 -0.121 -0.527 0.064
H -8.839563 -5.525220 0.380234 0.159 -0.070 -0.048
C -5.316036 -4.042537 4.333627 -0.002 -0.064 -0.018
Cl -5.117778 -3.199476 2.790808 0.003 -0.092 0.589
Cl -7.017009 -4.062385 4.815529 0.165 0.031 -0.035
Cl -4.679860 -5.690248 4.228838 -0.005 0.108 0.033
H -4.751984 -3.505960 5.092214 -0.109 -0.105 -0.114
C 7.371411 -3.915216 3.670108 -0.067 -0.409 -0.022
Cl 6.623807 -4.917857 2.420349 0.173 0.283 0.123
Cl 7.137363 -2.191734 3.325784 0.627 -0.391 -0.042
Cl 6.717226 -4.320168 5.261160 0.080 0.097 -0.166
H 8.439476 -4.118280 3.676374 -0.164 0.109 0.000
C 2.704668 -6.189736 2.633956 0.130 -0.221 0.285
Cl 2.809948 -4.911316 1.412153 -0.016 -0.041 -0.132
Cl 4.155624 -7.194562 2.597845 -0.312 0.007 -0.028
Cl 2.464153 -5.495891 4.242898 -0.010 -0.015 -0.146
H 1.847667 -6.816097 2.399255 0.118 0.154 0.004
C -3.199217 5.251491 -5.004836 0.104 -0.021 -0.197
Cl -4.771420 5.482945 -4.222826 0.013 0.013 -0.155
Cl -2.755648 3.538831 -5.015897 -0.002 0.110 0.049
Cl -3.223875 5.896999 -6.649795 0.002 -0.039 0.212
H -2.450300 5.795414 -4.434462 -0.140 -0.108 -0.058
C -11.213750 1.325863 -0.741623 0.018 -0.082 0.081
Cl -11.590856 -0.388881 -0.529761 0.008 0.147 -0.041
Cl -11.088114 2.133493 0.826943 -0.023 -0.033 -0.129
Cl -9.717528 1.524124 -1.664151 -0.154 0.067 -0.087
H -12.023637 1.787766 -1.300350 0.147 -0.075 0.092
C 7.877282 4.701169 -6.184101 0.053 0.044 -0.097
Cl 7.355140 3.010588 -6.173607 0.019 0.097 0.076
Cl 9.554892 4.830451 -6.727304 -0.139 -0.005 0.104
Cl 6.814388 5.674236 -7.209289 0.061 -0.060 0.126
H 7.816664 5.083542 -5.168458 0.024 -0.084 -0.169
```
Forces are in eV/Å.

The value obtained for the molar mass is 1671.02 g mol⁻¹. For the HOMO-LUMO gap, the calculation gives 7.2525 eV. The calculated total energy comes out at -514297.664 eV. The LUMO energy comes out at -4.65 eV. Its net charge is +1. As for the spin multiplicity: 1.